Record 1
ORCA calculation (wB97M-V/def2-TZVPD) on a 7-piece molecular cluster, C63H81F3N4O5PS2 overall.

Summary:
**Kohn-Sham gap**: 7.220 eV
**Highest occupied orbital energy**: -10.59 eV
**Total charge**: +1
**E_LUMO**: -3.4 eV

Each line ends with the Mulliken charge.
CARTESIAN COORDINATES (ANGSTROEM)
C  1.23573  2.39699  -2.30253  -1.093
C  0.89222  1.12511  -1.36332  0.155
C  0.97612  -0.29252  -2.17050  -0.840
C  2.46771  -0.69223  -2.61484  0.044
C  2.49282  -0.52145  -4.24535  -0.817
C  2.99038  -2.11726  -2.14020  0.822
P  4.88305  -2.29974  -2.51007  -0.029
S  5.88633  -0.65098  -2.19824  -0.321
C  2.20074  -3.46441  -2.56387  -1.258
S  1.94064  -3.89483  -4.32541  1.361
O  3.08368  -3.42578  -5.21714  -0.636
O  1.97998  -5.41367  -4.47504  -0.674
C  0.26760  -3.37549  -4.99319  0.631
F  0.38269  -2.67134  -6.20621  -0.124
F  -0.50314  -4.53840  -5.20706  -0.199
F  -0.40642  -2.58077  -4.03497  -0.183
N  1.08115  -3.52934  -1.54557  0.618
C  0.45726  -4.87822  -1.58829  -0.973
C  1.24962  -6.03257  -0.77863  -0.005
C  0.18730  -7.26910  -0.66564  -0.718
O  -0.60636  -7.21964  0.54348  -0.437
C  -1.99066  -6.89460  0.29067  -0.442
C  1.66746  -3.06191  -0.26898  -0.510
N  1.14730  -3.13682  0.96881  1.010
C  1.90843  -2.67308  2.20323  -1.579
C  1.56057  -1.18747  2.66840  0.439
C  2.75727  -0.13457  2.75283  -0.654
C  4.17211  -0.66684  3.30225  -0.289
C  5.24848  0.50374  2.93525  -0.745
O  5.89965  0.19070  1.66282  -0.343
C  6.20270  1.39164  0.92285  -0.498
C  -0.20376  -3.69437  1.22874  0.115
C  -0.93515  -3.31844  2.57525  -0.610
O  -0.62361  -3.65352  3.74733  -0.591
C  -2.30366  -2.45821  2.46007  0.483
C  -2.39412  -0.92853  2.65650  -0.326
C  -3.82457  -0.29894  2.49744  -0.559
C  -5.09498  -1.14271  2.15409  -0.408
C  -5.00809  -2.69893  1.98676  -0.646
C  -3.58168  -3.31457  2.15587  0.042
N  2.98875  -2.46489  -0.64970  -0.080
N  3.31767  -1.21374  -0.10909  0.140
H  0.31292  3.09435  -2.30581  0.300
H  1.44170  2.13090  -3.39380  0.290
H  2.14501  2.91741  -1.81982  0.258
H  1.52375  1.05822  -0.41394  -0.525
H  -0.22868  1.23389  -1.09454  0.427
H  0.32786  -0.12198  -3.11448  0.679
H  0.41352  -1.05571  -1.54002  0.182
H  3.14445  0.18151  -2.27177  0.461
H  3.48051  -0.96030  -4.61398  0.244
H  2.51207  0.60243  -4.48365  0.266
H  1.56315  -0.96899  -4.72949  -0.048
H  5.14265  -2.70450  -3.85567  0.188
H  5.37556  -3.30922  -1.58706  0.165
H  2.95654  -4.27030  -2.20125  0.803
H  -0.58527  -4.81634  -1.08447  -0.120
H  0.22741  -5.30566  -2.61684  0.740
H  1.55908  -5.73882  0.27794  0.091
H  2.11978  -6.44709  -1.41675  0.426
H  -0.55304  -7.12377  -1.54807  0.344
H  0.67969  -8.28723  -0.85329  0.375
H  -2.51203  -7.56675  -0.47159  0.353
H  -2.53792  -7.02051  1.30326  0.270
H  -2.17910  -5.80459  -0.02204  0.152
H  3.02012  -2.77125  1.89505  0.821
H  1.79532  -3.45399  3.04952  0.405
H  0.71598  -0.76421  1.99621  -0.248
H  1.08780  -1.26652  3.72246  0.342
H  2.41926  0.69870  3.48452  0.427
H  2.98111  0.43450  1.76816  0.064
H  4.57904  -1.60954  2.80531  0.212
H  4.23975  -0.80794  4.43423  0.361
H  6.00539  0.69259  3.76728  0.362
H  4.62896  1.46148  2.72286  0.375
H  5.28853  1.90864  0.45864  0.180
H  6.77067  2.18214  1.52937  0.345
H  6.89148  1.11864  0.03469  0.154
H  -0.88359  -3.36267  0.35225  0.667
H  -0.13764  -4.84605  1.16357  -0.117
H  -1.47982  -0.29569  2.89519  0.380
H  -3.96295  0.83742  2.60100  0.324
H  -6.13285  -0.68177  2.00683  0.384
H  -5.89521  -3.37269  1.74565  0.339
H  -3.52912  -4.46029  2.04630  0.232
H  3.99078  -1.29789  0.66983  0.337
H  2.43670  -0.76628  0.18008  -1.016
C  -0.97553  4.01152  0.95972  -0.200
C  -2.25824  4.55057  0.94367  -0.588
C  -2.47342  5.82058  0.41748  -0.252
C  -1.40658  6.54814  -0.10197  -0.630
C  -0.12448  6.00757  -0.08934  -0.377
C  0.09217  4.74130  0.44526  -0.466
H  -0.80737  3.02212  1.37334  0.465
H  -3.09132  3.98045  1.34256  0.424
H  -3.47235  6.24335  0.41114  0.447
H  -1.57510  7.53627  -0.51656  0.378
H  0.70692  6.57430  -0.49590  0.394
H  1.09288  4.32222  0.45999  0.419
C  2.86136  4.67723  -5.10309  -0.282
C  2.10800  5.52138  -5.91302  -0.517
C  2.36424  5.58709  -7.27911  -0.392
C  3.36821  4.80065  -7.83718  -0.439
C  4.11911  3.95367  -7.02774  -0.444
C  3.86902  3.89476  -5.66007  -0.376
H  2.66359  4.62866  -4.03709  0.433
H  1.32083  6.12932  -5.47901  0.382
H  1.78131  6.25018  -7.90932  0.384
H  3.56483  4.84828  -8.90302  0.406
H  4.90068  3.33953  -7.46327  0.387
H  4.45839  3.23831  -5.02819  0.452
C  -7.05437  -3.50041  6.07770  -0.529
C  -6.20759  -2.69643  5.32084  -0.290
C  -4.84034  -2.68654  5.57953  -0.067
C  -4.31821  -3.48892  6.58975  -0.446
C  -5.16454  -4.29591  7.34443  -0.480
C  -6.53291  -4.29873  7.09167  -0.368
H  -8.12079  -3.50521  5.87777  0.371
H  -6.61380  -2.07597  4.52871  0.418
H  -4.18128  -2.05424  4.99317  0.290
H  -3.25148  -3.48511  6.78849  0.403
H  -4.75704  -4.92269  8.13105  0.371
H  -7.19285  -4.92365  7.68363  0.366
C  0.47172  1.20757  8.49752  -0.332
C  1.74647  1.42913  7.98575  -0.492
C  2.32671  0.49508  7.13327  -0.360
C  1.62746  -0.65711  6.78428  -0.267
C  0.35090  -0.87660  7.29340  -0.421
C  -0.22538  0.05317  8.15327  -0.503
H  0.02107  1.93440  9.16491  0.374
H  2.28871  2.33035  8.25239  0.373
H  3.32374  0.66503  6.73983  0.375
H  2.07802  -1.38276  6.11407  0.409
H  -0.19505  -1.77410  7.02005  0.479
H  -1.21803  -0.12090  8.55419  0.390
C  -0.59980  -1.00863  -9.32785  -0.444
C  -1.05545  -0.38825  -10.48687  -0.380
C  -0.68064  0.92173  -10.76918  -0.439
C  0.15845  1.60861  -9.89654  -0.418
C  0.61713  0.98705  -8.73941  -0.616
C  0.23480  -0.31998  -8.45254  -0.031
H  -0.89498  -2.02910  -9.10633  0.357
H  -1.70407  -0.92600  -11.17061  0.359
H  -1.04141  1.40733  -11.66953  0.360
H  0.45464  2.62831  -10.11901  0.384
H  1.27288  1.52245  -8.05981  0.509
H  0.58809  -0.80191  -7.54816  0.371
C  -4.58568  7.90178  3.99384  -0.577
C  -5.07657  7.05447  3.00539  -0.076
C  -6.32650  7.29194  2.44178  -0.469
C  -7.08190  8.38343  2.86027  -0.330
C  -6.58937  9.23284  3.84610  -0.434
C  -5.34339  8.99001  4.41615  -0.311
H  -3.61248  7.71433  4.43539  0.354
H  -4.48445  6.20732  2.67439  0.409
H  -6.71189  6.62723  1.67572  0.351
H  -8.05431  8.57160  2.41762  0.359
H  -7.17774  10.08470  4.17111  0.356
H  -4.96220  9.64931  5.18848  0.359

***

Record 2
ORCA calculation (wB97M-V/def2-TZVPD) on a 10-piece molecular cluster, C16H24Cl18N2O6 overall.

Summary:
**Kohn-Sham gap**: 10.413 eV
**SMILES string**: COC(=O)OC.COC(=O)OC.ClC(Cl)Cl.ClC(Cl)Cl.ClC(Cl)Cl.ClC(Cl)Cl.ClC(Cl)Cl.ClC(Cl)Cl.CC#N.CC#N
**Highest occupied orbital energy**: -10.38 eV
**E_LUMO**: 0.0 eV

Each line ends with the Mulliken charge.
CARTESIAN COORDINATES (ANGSTROEM)
C  1.10004  -1.19213  4.26223  -0.608
C  -0.20518  -1.65738  3.82597  0.369
N  -1.22900  -2.03856  3.47225  -0.423
H  1.79764  -1.08288  3.43512  0.142
H  1.49823  -1.95228  4.94112  0.391
H  1.05774  -0.26088  4.82042  0.145
C  1.28222  -2.59075  -4.34894  -0.251
C  0.12785  -1.81231  -3.91343  0.216
N  -0.78144  -1.18554  -3.55578  -0.408
H  1.22252  -2.85265  -5.39778  0.403
H  1.27488  -3.50529  -3.74361  -0.141
H  2.19727  -2.07342  -4.07051  0.171
C  1.45992  -2.41087  -0.46009  0.128
O  0.54176  -1.31561  -0.42822  -0.025
C  0.80972  -0.28867  0.36833  0.490
O  1.84533  -0.08769  0.94735  -0.469
O  -0.25713  0.47431  0.39763  -0.108
C  -0.18854  1.61807  1.23380  0.188
H  0.95669  -3.10832  -1.12214  -0.681
H  1.54644  -2.83830  0.53671  0.393
H  2.42444  -2.12457  -0.87317  0.241
H  0.59019  2.30391  0.90913  0.159
H  0.06790  1.32872  2.25507  -0.015
H  -1.17054  2.07039  1.25506  -0.233
C  -4.64978  8.45326  1.85930  -0.671
O  -3.53916  7.65598  1.47288  -0.307
C  -3.76999  6.80883  0.48258  0.760
O  -4.77516  6.76225  -0.17433  -0.556
O  -2.70251  6.02749  0.33192  -0.277
C  -2.85980  4.94397  -0.56899  -0.601
H  -5.57711  7.90532  1.71737  0.332
H  -4.71919  9.35029  1.23037  0.284
H  -4.46109  8.80532  2.86696  0.223
H  -2.78632  5.28197  -1.60118  0.380
H  -3.79210  4.40213  -0.42205  0.323
H  -2.03541  4.26863  -0.35117  0.114
C  2.88430  -6.83684  -1.92617  -0.085
Cl  1.46027  -7.85032  -2.03223  -0.120
Cl  2.38428  -5.14512  -1.97662  0.017
Cl  4.01813  -7.23883  -3.22465  -0.132
H  3.41400  -6.98239  -0.99650  0.332
C  -1.78574  -5.74475  -2.06603  -0.012
Cl  -1.25157  -5.91264  -3.74771  -0.129
Cl  -3.53360  -5.85331  -1.96341  -0.125
Cl  -1.21150  -4.23128  -1.37716  -0.002
H  -1.34318  -6.55868  -1.51107  0.231
C  5.78140  -3.36765  -3.62335  0.074
Cl  7.25104  -2.73852  -4.34426  -0.123
Cl  4.66734  -3.94530  -4.84638  -0.103
Cl  4.99136  -2.14700  -2.61101  -0.100
H  6.06451  -4.18100  -2.97119  0.236
C  -2.26989  3.39643  4.42758  -0.084
Cl  -1.62754  5.01679  4.31204  -0.113
Cl  -0.99865  2.23738  4.82044  -0.091
Cl  -3.10095  2.93970  2.92132  -0.102
H  -3.01312  3.33678  5.20842  0.378
C  4.12892  1.73282  2.28882  0.362
Cl  3.28796  2.82891  1.18703  -0.147
Cl  3.30262  1.66928  3.83760  -0.141
Cl  5.82001  2.14703  2.46607  -0.147
H  4.05308  0.76296  1.81684  0.054
C  -3.04514  -0.33066  -1.17122  0.663
Cl  -4.33652  -1.08049  -2.08161  -0.150
Cl  -2.92979  -0.99274  0.43867  -0.118
Cl  -3.27251  1.45185  -1.18359  -0.142
H  -2.09083  -0.46512  -1.66085  -0.260

***

Record 3
ORCA calculation (wB97M-V/def2-TZVPD) on C10H19NP as an isolated structure.

Summary:
**Kohn-Sham gap**: 10.439 eV
**Highest occupied orbital energy**: -13.39 eV
**Total charge**: +1
**E_LUMO**: -2.9 eV

Each line ends with the Mulliken charge.
CARTESIAN COORDINATES (ANGSTROEM)
C  -2.88282  1.91259  -0.24950  -0.997
C  -3.02181  0.64479  -1.11313  -0.328
C  -3.55716  -0.43985  -0.29423  -0.697
C  -2.35062  -0.40214  0.71723  -0.410
C  -1.87504  0.71882  -0.15308  -0.113
C  2.71824  -1.64678  1.04838  -1.426
C  3.21617  -0.67930  -1.27508  -1.630
C  1.95425  0.69840  0.47618  -1.383
C  0.47376  1.02593  0.77689  -0.536
C  2.22002  -0.72577  -0.07345  1.261
N  -0.46393  0.80967  -0.46075  0.061
P  -2.44598  -1.99948  -0.31195  -0.011
H  -2.48016  2.84933  -0.60854  0.276
H  -3.61412  2.11840  0.38687  0.312
H  -2.99521  0.67311  -2.17072  0.349
H  -4.52287  -0.49126  -0.04157  0.512
H  -2.20803  -0.24832  1.72048  0.623
H  2.52282  -1.12029  1.98541  0.352
H  3.79285  -1.76187  0.95745  0.365
H  2.31636  -2.65351  1.14623  0.319
H  4.00637  0.11390  -0.83076  0.312
H  2.80791  -0.34824  -2.19304  0.366
H  3.80074  -1.54699  -1.41525  0.444
H  2.55334  0.83659  1.38697  0.567
H  2.45183  1.41694  -0.14008  0.543
H  0.07675  1.98442  1.12280  0.504
H  0.14355  0.46161  1.69852  0.291
H  1.34035  -1.13640  -0.60859  0.014
H  -0.29760  -0.14161  -0.80065  0.524
H  -0.26842  1.54183  -1.26716  0.465
H  -3.41154  -2.46451  0.58411  0.070

***

Record 4
ORCA calculation (wB97M-V/def2-TZVPD) on a 2-piece molecular cluster, C34H36BF3O4S overall.

Summary:
**Kohn-Sham gap**: 3.566 eV
**Highest occupied orbital energy**: -6.36 eV
**E_LUMO**: -2.8 eV

Each line ends with the Mulliken charge.
CARTESIAN COORDINATES (ANGSTROEM)
C  -3.86482  6.42644  -0.37587  -1.272
C  -3.09837  5.27259  0.10682  0.655
C  -2.86487  4.88579  1.41079  -0.883
C  -2.07351  3.69401  1.52435  -0.928
C  -1.76195  3.15983  0.29184  0.337
B  -1.30452  1.60889  -0.00793  1.453
C  0.36056  1.75662  -0.06747  0.592
C  1.18060  1.47517  1.01748  -0.320
C  2.52988  1.87165  1.00643  -1.201
C  3.06322  2.48585  -0.11428  0.543
C  4.53739  2.80633  -0.21634  0.724
F  5.15361  1.98511  -1.13972  -0.224
F  4.75638  4.09432  -0.63728  -0.273
F  5.19960  2.63408  0.96551  -0.303
C  2.26142  2.73894  -1.21645  -1.189
C  0.91896  2.35694  -1.19317  -0.741
O  -1.97657  1.07971  1.17749  -0.452
C  -2.83790  0.09000  0.65800  0.922
C  -2.00374  -1.14715  0.62743  -1.440
C  -4.03533  -0.16603  1.55535  -2.048
C  -3.15775  0.57444  -0.81905  2.212
C  -3.43936  -0.55039  -1.80403  -1.803
C  -4.32340  1.54804  -0.83124  -2.073
O  -1.94838  1.20382  -1.21678  -0.802
S  -2.33163  4.17186  -0.99236  -0.270
H  -4.34467  6.90914  0.47046  0.353
H  -3.21336  7.14855  -0.87238  0.264
H  -4.63067  6.12081  -1.08954  0.277
H  -3.25281  5.41819  2.26290  0.356
H  -1.80034  3.25638  2.47675  0.497
H  0.76980  0.98486  1.90181  0.407
H  3.15777  1.67562  1.86380  0.430
H  2.67216  3.24172  -2.07870  0.462
H  0.28900  2.60498  -2.04549  0.448
H  -2.55519  -2.00550  0.22017  0.520
H  -1.04886  -0.95970  0.03987  -0.679
H  -1.64093  -1.35644  1.63800  0.875
H  -4.67603  -0.95689  1.13776  0.298
H  -3.71597  -0.52412  2.54545  0.416
H  -4.64326  0.73291  1.68688  0.435
H  -4.20451  -1.22307  -1.40138  0.294
H  -3.80865  -0.13601  -2.74823  0.509
H  -2.52719  -1.11351  -2.02358  0.129
H  -5.26793  1.01134  -0.65677  0.408
H  -4.21586  2.32212  -0.06172  0.335
H  -4.39193  2.03508  -1.81027  0.422
C  1.75005  -4.27750  5.52720  -0.886
O  0.56125  -4.45035  4.73491  -0.405
C  0.63971  -4.05263  3.43636  0.556
C  -0.56880  -3.98697  2.71029  -0.598
C  -0.56371  -3.43637  1.45415  -0.625
C  0.55759  -2.73101  0.94175  0.624
C  0.35775  -1.91072  -0.25319  -0.444
C  1.48991  -1.59113  -1.12617  1.347
C  1.40047  -2.01646  -2.46963  -0.452
C  2.54491  -2.08965  -3.23073  0.578
C  3.75862  -1.55531  -2.74576  0.051
O  4.80715  -1.71746  -3.59747  -0.518
C  4.26328  -2.37152  -4.81512  -0.413
C  2.80545  -2.74682  -4.54324  -0.705
C  3.81656  -0.94464  -1.47936  -1.472
C  2.67891  -0.94612  -0.71251  -0.149
C  1.78537  -2.94426  1.60646  -0.649
C  1.83693  -3.63076  2.81050  -0.909
H  1.40942  -4.30568  6.55675  0.247
H  2.44336  -5.09826  5.32155  0.333
H  2.23634  -3.32247  5.31108  0.420
H  -1.47437  -4.35123  3.19379  0.456
H  -1.47075  -3.52470  0.85978  0.380
H  -0.37386  -2.41544  -0.87183  0.538
H  0.45966  -2.36241  -2.89984  0.435
H  4.31781  -1.65704  -5.64421  0.274
H  4.88562  -3.24228  -5.05014  0.314
H  2.70327  -3.83946  -4.48857  0.238
H  2.10359  -2.36002  -5.28821  0.337
H  4.74467  -0.50200  -1.14229  0.493
H  2.70141  -0.43588  0.25019  0.891
H  2.71716  -2.60209  1.16497  0.522
H  2.78519  -3.82464  3.31324  0.516

***

| no. | electronic energy (hartree) |
| --- | --- |
| 1 | -4480.98085 |
| 2 | -9468.43892 |
| 3 | -788.13052 |
| 4 | -2340.71275 |